Record 1
A 2-piece molecular cluster, C3H8N2OS overall in a non-equilibrium geometry, computed with ωB97M-V with the def2-TZVPD basis set.

Results
Charge: 0
2S+1: 1
M, g/mol: 120.18
Total energy, eV: -19098.3381
LUMO, eV: -1.395

Geometry (Å):
C1 -0.36 2.33 -0.41
C2 0.88 0.27 -0.15
C3 0.78 -1.36 -0.16
H1 -1.32 2.90 -0.28
H2 0.36 2.74 0.25
H3 0.21 2.54 -1.50
H4 -1.06 0.27 -0.58
H5 1.42 0.89 0.68
H6 1.68 0.43 -1.17
H7 -0.72 -1.10 1.32
H8 -2.34 -3.49 1.08
N1 -0.51 0.86 -0.08
N2 -0.25 -1.87 0.62
O1 1.45 -2.07 -0.87
S1 -0.22 -3.34 1.23

Here are the Löwdin charges for atoms 1 to 8, given in e: -0.1282, -0.1555, -0.5551, 0.0776, 0.0324, 0.1306, 0.0437, 0.1259

Record 2
A 2-piece molecular cluster, C3H8N2OS overall in a non-equilibrium geometry, computed with ωB97M-V with the def2-TZVPD basis set.

Results
Charge: 0
2S+1: 1
M, g/mol: 120.18
Total energy, eV: -19096.9034
LUMO, eV: 0.120

Geometry (Å):
C1 -2.19 -0.09 0.52
C2 -1.33 -0.74 -0.52
C3 1.54 1.28 -0.42
H1 -1.91 -0.65 1.49
H2 -1.93 1.10 0.88
H3 -3.15 -0.35 0.12
H4 -1.76 -0.71 -1.59
H5 -1.57 -1.80 -0.27
H6 1.73 2.38 -0.51
H7 3.04 1.18 1.14
H8 1.49 -1.71 -0.28
N1 0.44 0.81 -0.96
N2 2.30 0.52 0.69
O1 0.12 -0.36 -0.15
S1 3.18 -0.86 -0.16

Here are the Löwdin charges for atoms 1 to 8, given in e: -0.1420, -0.2495, -0.2595, 0.0893, 0.1486, 0.0578, 0.1374, 0.1043

Record 3
An isolated molecule of C3H8N2OS in a non-equilibrium geometry, computed with ωB97M-V with the def2-TZVPD basis set.

Results
⟨S²⟩: 2.012
Charge: 0
2S+1: 3
M, g/mol: 120.18
Total energy, eV: -19095.4588
LUMO (alpha / beta), eV: 0.924 / -1.169

Geometry (Å):
C1 1.14 0.00 -0.30
C2 0.91 0.76 1.09
C3 -0.07 -0.80 -0.66
N1 -2.23 1.11 -0.91
N2 -2.51 -1.09 0.82
O1 -0.43 1.06 1.00
S1 -1.44 0.20 0.01
H1 1.33 0.68 -1.09
H2 1.94 -0.62 -0.22
H3 1.13 0.03 1.85
H4 1.54 1.57 1.30
H5 -0.12 -1.23 -1.70
H6 -0.08 -1.65 0.09
H7 -3.06 0.60 -1.23
H8 -3.42 -0.63 1.14

Here are the Löwdin charges for atoms 1 to 8, given in e: -0.2027, -0.2175, -0.2730, -0.2761, -0.1268, -0.3121, 0.7960, 0.0977

Record 4
An isolated molecule of C3H8N2OS2 in a non-equilibrium geometry, computed with ωB97M-V with the def2-TZVPD basis set.

Results
Charge: 0
2S+1: 1
M, g/mol: 152.24
Total energy, eV: -29937.3622
LUMO, eV: 0.549

Geometry (Å):
N1 -1.37 1.14 0.22
C1 -1.00 0.02 1.11
C2 -0.26 -1.07 0.30
S1 -1.26 -1.64 -1.08
C3 1.13 -0.61 -0.09
S2 2.52 -1.45 0.37
N2 1.23 0.55 -0.76
O1 2.46 1.07 -1.10
H1 -2.14 0.97 -0.40
H2 -1.67 1.99 0.72
H3 -1.85 -0.41 1.57
H4 -0.33 0.51 1.88
H5 -0.09 -1.92 0.94
H6 -0.85 -0.67 -1.94
H7 0.46 1.18 -0.96
H8 3.03 0.33 -0.80

Here are the Löwdin charges for atoms 1 to 8, given in e: -0.0352, -0.2742, -0.6926, 0.7898, -0.8001, 0.6543, -0.0683, -0.0292

Record 5
An isolated molecule of C3H8N2S in a non-equilibrium geometry, computed with ωB97M-V with the def2-TZVPD basis set.

Results
Charge: 0
2S+1: 1
M, g/mol: 104.18
Total energy, eV: -17054.9438
LUMO, eV: 1.003

Geometry (Å):
C1 1.46 1.90 1.00
S1 1.73 0.55 -0.27
C2 0.19 -0.33 -0.28
C3 0.02 -1.47 -1.24
N1 -0.76 0.12 0.47
N2 -1.93 -0.70 0.52
H1 1.47 1.48 2.04
H2 2.32 2.57 0.90
H3 0.45 2.29 0.87
H4 0.94 -1.48 -1.84
H5 -0.13 -2.48 -0.78
H6 -0.87 -1.24 -1.88
H7 -2.21 -1.09 -0.39
H8 -2.69 -0.12 0.89

Here are the Löwdin charges for atoms 1 to 8, given in e: -0.3690, 0.8396, -0.7192, -0.1169, -0.0793, -0.0180, 0.0470, 0.0217

Record 6
C3H8N2S as an isolated structure in a non-equilibrium geometry, computed with ωB97M-V with the def2-TZVPD basis set.

Results
Charge: 0
2S+1: 1
M, g/mol: 104.18
Total energy, eV: -17049.7581
LUMO (alpha / beta), eV: 0.271 / 0.076

Geometry (Å):
C1 -0.23 2.36 0.00
C2 -1.05 1.67 1.05
C3 -0.97 1.11 -0.33
N1 0.83 -3.15 -0.15
N2 1.28 -2.05 -0.86
S1 -0.38 -0.51 -0.74
H1 -0.66 3.32 -0.23
H2 0.77 2.30 0.22
H3 -0.51 1.05 1.65
H4 -2.04 2.04 1.42
H5 0.82 -2.88 0.90
H6 -0.03 -3.74 -0.40
H7 2.04 -1.48 -0.51
H8 0.13 -0.04 -2.01

Here are the Löwdin charges for atoms 1 to 8, given in e: -0.1765, -0.2073, -0.5561, -0.1365, -0.2739, 0.8149, 0.1001, 0.0616

Record 7
An isolated molecule of C3H8N2S2 in a non-equilibrium geometry, computed with ωB97M-V with the def2-TZVPD basis set.

Results
Charge: 0
2S+1: 1
M, g/mol: 136.25
Total energy, eV: -27891.2106
LUMO, eV: 0.514

Geometry (Å):
N1 -2.89 0.15 -0.88
C1 -2.00 0.73 0.11
C2 -1.22 -0.27 0.93
S1 0.02 -1.27 0.12
C3 1.32 -0.21 -0.07
N2 2.44 -0.78 -0.43
S2 1.29 1.50 0.04
H1 -2.29 -0.16 -1.58
H2 -3.37 -0.71 -0.53
H3 -1.35 1.45 -0.38
H4 -2.51 1.35 0.87
H5 -1.90 -0.97 1.39
H6 -0.73 0.15 1.84
H7 2.58 -1.77 -0.44
H8 3.20 -0.15 -0.38

Here are the Löwdin charges for atoms 1 to 8, given in e: 0.0012, -0.3683, -0.5232, 0.9328, -1.1976, -0.0020, 0.5628, 0.0219

Record 8
An isolated molecule of C3H8N2S2 in a non-equilibrium geometry, computed with ωB97M-V with the def2-TZVPD basis set.

Results
Charge: 0
2S+1: 1
M, g/mol: 136.25
Total energy, eV: -27891.1581
LUMO, eV: 0.508

Geometry (Å):
N1 1.82 0.61 1.11
C1 1.72 0.62 -0.30
C2 0.91 -0.60 -0.91
S1 -0.50 -1.24 0.13
C3 -1.78 0.01 0.07
N2 -3.00 -0.59 0.32
S2 -1.63 1.64 -0.16
H1 1.12 1.11 1.65
H2 2.14 -0.22 1.50
H3 1.24 1.53 -0.58
H4 2.74 0.59 -0.80
H5 1.62 -1.49 -0.85
H6 0.54 -0.43 -1.96
H7 -3.13 -1.55 0.54
H8 -3.82 0.00 0.25

Here are the Löwdin charges for atoms 1 to 8, given in e: -0.0169, -0.3729, -0.4343, 0.8373, -1.1892, -0.0215, 0.6008, 0.0698

Record 9
C3H8N2Si2 as an isolated structure in a non-equilibrium geometry, computed with ωB97M-V with the def2-TZVPD basis set.

Results
Charge: 0
2S+1: 1
M, g/mol: 128.28
Total energy, eV: -21972.8365
LUMO, eV: 0.444

Geometry (Å):
C1 0.43 2.62 -0.45
C2 -0.75 1.89 -0.61
C3 1.35 0.64 0.16
N1 1.48 1.84 0.01
N2 -0.57 0.64 -0.24
Si1 2.12 -0.92 0.73
Si2 -1.76 -0.52 -0.20
H1 0.56 3.70 -0.69
H2 -1.78 2.30 -0.72
H3 1.11 -1.87 1.11
H4 3.08 -0.22 1.80
H5 3.28 -1.54 0.03
H6 -1.18 -1.68 0.48
H7 -2.22 -0.67 -1.63
H8 -3.19 -0.27 0.39

Here are the Löwdin charges for atoms 1 to 8, given in e: -0.1473, -0.2266, -0.3133, 0.0104, -0.2418, 0.6489, 0.5039, 0.1011

Record 10
A 2-piece molecular cluster, C3H8N3 overall in a non-equilibrium geometry, computed with ωB97M-V with the def2-TZVPD basis set.

Results
Charge: +1
2S+1: 1
M, g/mol: 86.12
Total energy, eV: -7699.5552
LUMO (alpha / beta), eV: -5.199 / -5.201

Geometry (Å):
C1 2.55 -0.29 -0.35
C2 1.80 0.68 0.10
C3 -0.95 0.43 -0.73
N1 -2.33 0.52 -0.57
N2 -0.18 -0.43 -0.05
N3 -0.61 -0.89 1.10
H1 3.65 -0.26 -0.42
H2 2.08 -1.25 -0.73
H3 1.66 1.36 0.92
H4 -0.57 0.94 -1.68
H5 -3.02 1.00 -1.09
H6 -1.21 -0.38 1.77
H7 -0.02 -1.66 1.42
H8 -2.85 0.24 0.31

Here are the Löwdin charges for atoms 1 to 8, given in e: 0.0056, 0.1596, -0.1519, 0.1311, -0.1034, 0.0271, 0.0954, 0.1048

Record 11
An isolated ion of composition C3H8N3 and charge +1 in a non-equilibrium geometry, computed with ωB97M-V with the def2-TZVPD basis set.

Results
Charge: +1
2S+1: 1
M, g/mol: 86.12
Total energy, eV: -7699.3472
LUMO, eV: -4.724

Geometry (Å):
C1 0.59 0.02 -0.25
C2 2.17 1.96 -0.27
C3 -2.51 -1.83 0.61
N1 1.64 0.97 0.29
N2 -0.73 -0.09 0.32
N3 -1.72 -1.08 -0.02
H1 0.57 0.48 -1.27
H2 1.11 -0.94 -0.42
H3 2.98 2.50 0.14
H4 1.83 2.26 -1.35
H5 -3.49 -2.00 0.27
H6 -2.27 -1.97 1.68
H7 1.90 0.73 1.23
H8 -2.06 -1.00 -0.95

Here are the Löwdin charges for atoms 1 to 8, given in e: -0.2389, 0.1677, 0.0940, 0.0549, -0.0371, -0.0826, 0.1084, 0.1314

Record 12
An isolated ion of composition C3H8N3 and charge +1 in a non-equilibrium geometry, computed with ωB97M-V with the def2-TZVPD basis set.

Results
Charge: +1
2S+1: 1
M, g/mol: 86.12
Total energy, eV: -7703.3017
LUMO, eV: -4.995

Geometry (Å):
H1 3.54 0.13 -0.01
N1 2.55 -0.09 -0.04
C1 1.61 0.75 0.13
C2 0.33 0.04 -0.07
N2 0.52 -1.27 -0.12
N3 -0.83 0.68 0.14
C3 -2.11 0.02 0.02
H2 1.46 1.86 0.24
H3 -0.30 -1.83 -0.43
H4 1.52 -1.49 -0.41
H5 -0.71 1.70 0.31
H6 -2.04 -0.91 -0.60
H7 -2.46 -0.19 1.03
H8 -3.09 0.61 -0.20

Here are the Löwdin charges for atoms 1 to 8, given in e: 0.1124, 0.1439, -0.0734, -0.3171, 0.1852, 0.0516, -0.0454, 0.1504